Density functional theory data (ωB97M-V with the def2-TZVPD basis set) for 4 unconnected molecules or ions with the total composition C18H20O10.

Atoms and positions in Å:
1 O 3.450 0.670 3.656
2 C 2.738 1.250 4.546
3 C 2.424 0.504 5.748
4 C 1.520 1.131 6.819
5 O 1.064 0.514 7.973
6 C 1.086 2.559 6.669
7 O 0.396 3.079 7.607
8 C 1.531 3.228 5.513
9 C 2.400 2.634 4.387
10 O 2.823 3.330 3.356
11 H 3.021 -0.307 6.014
12 H 1.636 -0.082 8.316
13 H 1.305 4.245 5.177
14 H 3.180 2.849 2.624
15 O 0.794 -2.593 -2.117
16 C 0.043 -2.943 -3.015
17 C -0.526 -4.232 -2.998
18 C -1.466 -4.742 -4.154
19 O -2.170 -5.901 -4.148
20 C -1.778 -3.863 -5.263
21 O -2.514 -4.178 -6.186
22 C -1.064 -2.523 -5.381
23 C -0.240 -2.073 -4.288
24 O 0.500 -0.837 -4.264
25 H -0.423 -4.723 -2.033
26 H -1.905 -6.502 -3.393
27 H -1.214 -1.845 -6.273
28 H 0.798 -0.702 -3.308
29 C 2.064 -0.293 -0.038
30 C 1.259 0.737 -0.788
31 C 0.687 1.774 0.063
32 O 1.168 0.657 -2.027
33 H 2.407 -1.253 -0.592
34 H 1.676 -0.828 0.923
35 H 2.937 0.131 0.313
36 H 1.237 2.686 0.620
37 H 0.218 1.391 0.763
38 H -0.167 2.275 -0.508
39 C -4.136 2.261 -1.774
40 C -2.930 1.434 -1.460
41 C -2.122 0.812 -2.595
42 O -2.658 1.116 -0.244
43 H -4.723 2.527 -0.975
44 H -4.769 1.920 -2.453
45 H -3.712 3.046 -2.342
46 H -1.651 -0.089 -2.264
47 H -1.390 1.334 -2.884
48 H -2.806 0.415 -3.322

Values from the calculation:
HOMO-LUMO gap (eV): 6.66
Total charge: 0
E (a.u.): -1449.97328
HOMO level (eV): -9.1175
SMILES: O=C1C=C(O)C(=O)C=C1O.O=C1C=C(O)C(=O)C=C1O.CC(C)=O.CC(C)=O
Relative energy (zero: lowest compared OMol25 entry of this formula, charge and spin) (kcal per mole): 26.6

Löwdin atomic charge list, values in e, 5 entries:
1 O 0.05
2 C -0.35
3 C 0.10
4 C -0.09
5 O 0.12